# 1
C76H184F12N17O37S4 | ωB97M-V/def2-TZVPD

The geometry in XYZ format:
```
330
Properties=species:S:1:pos:R:3:lowdin_charge:R:1
C 1.5063 -3.2539 -1.6245 -0.002
C 0.9882 -1.8236 -1.3765 -0.174
N 0.8160 -1.4784 0.0097 -0.266
C 2.1176 -1.7051 0.7241 0.053
C 0.5539 -0.0467 0.0418 -0.156
C 0.1518 0.6332 1.3855 -0.022
C -0.2405 -2.3052 0.6201 -0.087
C -1.5413 -2.2923 -0.0909 -0.205
O -2.0293 -0.9885 0.0660 -0.201
C -3.4229 -0.9356 -0.1862 -0.053
H 1.7067 -3.3783 -2.6843 0.060
H 0.8973 -4.0340 -1.2802 0.046
H 2.4856 -3.4563 -1.1708 0.093
H 0.0127 -1.6912 -1.8648 0.119
H 1.6897 -1.1061 -1.8114 0.104
H 2.1925 -2.7718 1.0241 0.108
H 2.1424 -1.0778 1.5862 0.083
H 2.9357 -1.4604 0.0518 0.114
H -0.2802 0.0972 -0.6048 0.101
H 1.4281 0.4464 -0.3848 0.104
H 0.9269 0.6301 2.1405 0.052
H -0.8322 0.4412 1.7977 0.066
H 0.1483 1.7065 1.1656 0.065
H -0.3386 -1.9504 1.6106 0.120
H 0.1546 -3.3200 0.6109 0.111
H -2.1799 -2.9894 0.4755 0.106
H -1.4393 -2.5708 -1.1868 0.107
H -4.0105 -1.2824 0.6595 0.078
H -3.6340 -1.6002 -1.0499 0.081
H -3.6985 0.0996 -0.3917 0.085
C 6.2876 7.6054 -0.0893 -0.049
C 7.1505 6.5371 -0.6683 -0.162
N 6.5983 5.1070 -0.6054 -0.218
C 5.5380 4.9650 -1.6766 0.007
C 7.6446 4.0647 -0.9345 -0.171
C 8.8591 4.1140 -0.0636 -0.054
C 5.8006 4.8247 0.7479 -0.041
C 5.6202 3.3897 0.9734 -0.245
O 4.4765 3.2916 1.7797 -0.205
C 4.1681 1.9217 1.9600 -0.068
H 6.0469 7.3969 0.9329 0.070
H 5.3702 7.6883 -0.6432 0.078
H 6.9111 8.4928 -0.1753 0.108
H 8.1022 6.5162 -0.1711 0.106
H 7.3523 6.7297 -1.7301 0.147
H 4.7968 5.7164 -1.5332 0.084
H 5.1088 3.9742 -1.6609 0.058
H 6.0631 4.9892 -2.6250 0.113
H 7.9537 4.4214 -1.9142 0.133
H 7.2054 3.0664 -1.0717 0.140
H 9.3006 5.1201 -0.1189 0.076
H 9.6558 3.4083 -0.3597 0.109
H 8.6822 3.9216 1.0185 0.095
H 4.8322 5.3268 0.7576 0.126
H 6.4106 5.3751 1.4546 0.130
H 6.4748 2.9861 1.5133 0.138
H 5.5328 2.7506 0.0945 0.102
H 4.4236 1.4877 1.0224 0.071
H 3.1119 1.8157 2.0269 0.070
H 4.6690 1.4937 2.8157 0.102
C -4.6409 -2.8429 4.5162 -0.050
C -4.7245 -1.3920 5.0243 -0.097
N -3.3199 -0.7334 5.2337 -0.244
C -2.6799 -0.5464 3.8953 0.037
C -3.4187 0.5397 6.0067 -0.159
C -4.3268 0.5401 7.2368 -0.052
C -2.5299 -1.6643 6.0542 -0.128
C -1.4148 -1.1866 6.9127 -0.196
O -0.5022 -0.2821 6.3489 -0.205
C 0.1043 0.5851 7.2371 -0.136
H -4.2475 -2.9652 3.5200 0.058
H -5.6571 -3.2741 4.3719 0.107
H -4.0929 -3.5690 5.1312 0.073
H -5.2717 -1.3358 5.9935 0.126
H -5.1645 -0.7550 4.2470 0.095
H -3.4463 -0.0214 3.3218 0.081
H -2.4358 -1.5211 3.4872 0.075
H -1.7258 0.0285 4.0890 0.115
H -3.8097 1.2471 5.3177 0.113
H -2.4023 0.7415 6.2234 0.076
H -5.3671 0.8441 7.0212 0.091
H -3.9953 1.2474 8.0154 0.086
H -4.4993 -0.4671 7.7279 0.097
H -2.1284 -2.3511 5.3122 0.102
H -3.2641 -2.2426 6.6189 0.142
H -0.8275 -2.1160 7.2040 0.150
H -1.7445 -0.8584 7.9067 0.130
H 0.7696 1.2561 6.6535 0.090
H 0.7754 0.0408 7.9698 0.111
H -0.5952 1.2168 7.7721 0.083
C -0.5458 5.3210 -5.9378 -0.031
C 0.8896 4.8141 -5.7665 -0.128
N 1.0923 3.5640 -4.8927 -0.264
C 0.7078 2.3402 -5.6537 0.032
C 2.5458 3.4470 -4.4390 -0.146
C 3.5177 3.0896 -5.5229 -0.049
C 0.2738 3.6330 -3.7024 -0.151
C 0.2471 2.5521 -2.6401 -0.232
O -0.0937 1.3123 -3.1379 -0.190
C -1.5288 1.0337 -2.9377 -0.006
H -0.5594 5.9529 -6.7862 0.080
H -0.8105 5.8622 -5.0504 0.063
H -1.2772 4.5549 -6.1847 0.096
H 1.5102 5.5676 -5.2972 0.124
H 1.3365 4.7047 -6.7456 0.127
H 1.0291 1.4566 -5.1266 0.077
H 1.1705 2.5377 -6.6359 0.117
H -0.3859 2.3018 -5.7366 0.126
H 2.4970 2.6357 -3.7048 0.101
H 2.8094 4.4463 -3.9645 0.155
H 3.6721 4.0016 -6.1161 0.099
H 3.1622 2.3691 -6.2520 0.068
H 4.3439 2.6829 -5.0122 0.060
H -0.7265 3.5936 -4.1461 0.104
H 0.3527 4.5918 -3.1558 0.151
H -0.5280 2.9153 -1.9302 0.109
H 1.2081 2.4519 -2.0503 0.114
H -1.8186 1.1621 -1.9248 0.058
H -1.8092 -0.0023 -3.1710 0.079
H -2.0811 1.6831 -3.6258 0.098
C -0.9169 -6.2542 -3.2537 -0.043
C -1.0508 -6.5881 -1.7933 -0.168
N -2.4093 -6.7299 -1.1790 -0.253
C -3.0866 -7.8172 -1.9142 0.018
C -2.3071 -6.9903 0.2764 -0.180
C -1.3229 -8.0106 0.8176 -0.039
C -3.1802 -5.4691 -1.3336 -0.092
C -4.3212 -5.2557 -0.4280 -0.212
O -5.2683 -6.2974 -0.5291 -0.200
C -6.4334 -6.0825 0.2498 -0.081
H -1.0770 -5.2269 -3.4791 0.044
H -1.5632 -6.7915 -4.0017 0.104
H 0.0941 -6.5156 -3.5658 0.090
H -0.5566 -5.8059 -1.2131 0.108
H -0.4227 -7.4606 -1.5683 0.141
H -2.4166 -8.6210 -2.1658 0.111
H -3.3369 -7.4677 -2.8964 0.092
H -3.9552 -8.1814 -1.3574 0.118
H -3.2938 -7.1774 0.6713 0.129
H -2.0431 -6.0145 0.7209 0.109
H -1.5407 -8.1316 1.8585 0.072
H -0.2943 -7.6667 0.6088 0.049
H -1.5677 -9.0205 0.4400 0.094
H -3.3982 -5.4462 -2.4045 0.144
H -2.4144 -4.7156 -1.0934 0.130
H -4.8729 -4.3475 -0.7268 0.144
H -3.9365 -5.1500 0.5986 0.104
H -6.8160 -5.0672 0.0475 0.087
H -6.2525 -6.0800 1.3336 0.096
H -7.2032 -6.7771 -0.1076 0.098
C 2.5794 -8.5452 5.0600 -0.044
C 1.6938 -7.5600 5.8377 -0.179
N 1.2586 -6.2912 5.1715 -0.262
C 0.5466 -6.6631 3.8669 0.046
C 0.2944 -5.6655 6.0778 -0.218
C 0.7090 -5.4921 7.5121 -0.060
C 2.4332 -5.4081 4.9077 -0.066
C 2.0826 -4.0167 4.3097 -0.163
O 1.5685 -2.9415 5.1038 -0.189
C 2.5747 -2.2026 5.7839 -0.092
H 2.6664 -9.4175 5.7365 0.101
H 3.6004 -8.2596 4.7941 0.090
H 2.0759 -8.8505 4.1450 0.074
H 2.2714 -7.3609 6.7722 0.137
H 0.7436 -8.0036 6.1562 0.140
H -0.2910 -7.2599 4.1723 0.105
H 1.2412 -7.2671 3.2908 0.089
H 0.1968 -5.7842 3.3312 0.082
H -0.6919 -6.1879 6.0695 0.151
H 0.0583 -4.6721 5.7115 0.108
H 0.4637 -6.4427 8.0341 0.093
H 0.0746 -4.7459 7.9712 0.076
H 1.7890 -5.2232 7.6382 0.097
H 3.0348 -5.9285 4.1710 0.131
H 3.0365 -5.3516 5.7962 0.124
H 1.3203 -4.2270 3.5609 0.101
H 3.0311 -3.7163 3.8738 0.125
H 2.1163 -1.4456 6.4453 0.077
H 3.2337 -1.6862 5.0755 0.083
H 3.2512 -2.8215 6.3820 0.087
C -1.5523 8.5442 5.3391 -0.082
O -1.2700 8.5601 3.9463 -0.191
C -2.4688 8.6194 3.2106 -0.201
C -2.0037 8.8182 1.7622 -0.092
N -1.2333 7.6359 1.2825 0.072
H -0.7731 7.2069 2.0712 0.138
H -1.8901 6.9260 0.9234 0.101
C -0.1013 8.0949 0.3775 -0.059
C 0.7185 7.0165 -0.3322 -0.210
O 1.5447 6.3678 0.6085 -0.178
C 1.9582 5.1008 0.0737 -0.085
H -2.3964 9.1104 5.6755 0.093
H -0.6705 8.8539 5.9123 0.094
H -1.7759 7.5555 5.6146 0.071
H -3.0372 9.5153 3.5013 0.144
H -3.1027 7.7062 3.2878 0.139
H -1.4269 9.7645 1.7459 0.151
H -2.9109 8.8819 1.1606 0.145
H 0.5319 8.5397 1.1298 0.133
H -0.4611 8.9162 -0.1902 0.124
H 1.2487 7.5904 -1.1076 0.141
H 0.0869 6.3324 -0.8349 0.085
H 2.5680 4.5758 0.8231 0.069
H 2.5234 5.3089 -0.8407 0.079
H 1.1559 4.3714 -0.1756 0.094
C 1.3449 5.9869 9.2132 -0.071
O 1.6048 5.7475 7.8287 -0.219
C 2.0791 6.9150 7.1375 -0.176
C 1.9444 6.6321 5.6535 -0.094
N 2.4841 5.2875 5.3408 0.053
H 3.4272 5.1955 5.6961 0.182
H 1.8648 4.6126 5.8615 0.159
C 2.3512 4.8919 3.8805 -0.054
C 0.9886 4.2328 3.7212 -0.225
O 0.5906 3.6838 4.9437 -0.218
C -0.7699 3.1498 4.8397 0.000
H 0.8450 5.1042 9.6566 0.100
H 0.6593 6.8716 9.2506 0.102
H 2.3212 6.1695 9.7614 0.115
H 3.1519 7.0234 7.3687 0.137
H 1.6273 7.8186 7.5033 0.122
H 2.3798 7.3195 4.9873 0.125
H 0.8913 6.5778 5.3891 0.131
H 3.1467 4.1660 3.5981 0.132
H 2.3921 5.8179 3.3535 0.112
H 1.0715 3.5002 2.8969 0.130
H 0.2520 5.0239 3.3980 0.119
H -0.7400 2.2902 4.2031 0.082
H -1.3186 3.9988 4.4085 0.091
H -1.0925 2.9172 5.8883 0.106
C -7.6765 -4.7324 -7.0460 -0.046
O -6.9417 -3.4761 -6.8012 -0.162
C -7.9190 -2.5633 -7.2806 -0.220
C -7.6194 -1.1683 -6.6333 -0.053
N -7.1537 -1.3099 -5.1843 0.060
H -7.8985 -0.8989 -4.5979 0.179
H -7.0616 -2.3034 -4.9848 0.168
C -5.8848 -0.6163 -4.8981 -0.096
C -5.8858 -0.2228 -3.4277 -0.235
O -7.0008 0.5892 -3.2484 -0.196
C -7.1942 0.8778 -1.9080 -0.095
H -7.6680 -4.9714 -8.1061 0.099
H -8.7130 -4.6344 -6.8021 0.077
H -7.1601 -5.4864 -6.4792 0.093
H -8.8692 -2.8025 -6.9104 0.092
H -7.9731 -2.4593 -8.3719 0.147
H -8.4348 -0.4568 -6.7241 0.134
H -6.7711 -0.6774 -7.1635 0.134
H -6.0408 0.3181 -5.4817 0.147
H -5.0224 -1.2073 -5.1018 0.102
H -4.9576 0.2811 -3.1464 0.131
H -5.8654 -1.1166 -2.7629 0.130
H -7.6983 1.8766 -1.8723 0.114
H -6.2637 1.0441 -1.3510 0.074
H -7.7917 0.0886 -1.4627 0.099
C 6.3647 -1.6894 -7.1444 -0.090
O 5.3969 -0.6678 -7.1921 -0.187
C 5.1174 0.0799 -5.9658 -0.160
C 4.5552 -0.8285 -4.9254 -0.129
N 3.3342 -1.4514 -5.4267 0.091
H 3.0993 -1.2406 -6.4421 0.205
H 3.4389 -2.4713 -5.4013 0.092
C 2.0164 -1.2683 -4.6363 -0.060
C 0.7610 -1.4411 -5.4389 -0.258
O 1.0333 -2.1876 -6.5296 -0.164
C -0.0166 -3.1156 -6.7886 -0.038
H 6.1392 -2.3398 -8.0399 0.118
H 6.2432 -2.3862 -6.2925 0.076
H 7.3837 -1.3645 -7.2689 0.081
H 4.4390 0.8052 -6.3241 0.077
H 5.9840 0.6515 -5.6739 0.129
H 4.4323 -0.3196 -3.9543 0.126
H 5.1905 -1.6292 -4.5574 0.100
H 2.0934 -0.2672 -4.2315 0.096
H 2.0389 -1.9537 -3.7893 0.089
H 0.3250 -0.4537 -5.7098 0.126
H 0.0687 -1.8847 -4.7450 0.099
H -0.1796 -3.7021 -5.8763 0.098
H 0.3538 -3.7508 -7.5890 0.094
H -0.9258 -2.5738 -7.0580 0.091
N -2.0870 -4.2382 3.1539 -0.575
O -2.3184 -5.2032 3.9105 -0.026
O -2.5252 -4.1995 2.0016 -0.040
O -1.3748 -3.3218 3.5989 -0.061
N 3.6454 1.7734 -1.6743 -0.592
O 4.6097 2.0218 -2.3931 -0.025
O 2.9384 0.8038 -1.9198 -0.014
O 3.3515 2.5606 -0.7474 -0.051
N -5.6150 0.7946 2.0518 -0.568
O -5.0596 1.1817 3.1048 -0.093
O -5.7292 1.5555 1.0618 -0.035
O -6.0210 -0.3963 1.9723 -0.051
N 1.7873 -6.0102 1.0346 -0.616
O 2.6836 -5.3566 1.5481 -0.024
O 0.6705 -5.4899 0.8886 -0.079
O 1.9276 -7.2136 0.7380 -0.025
N -2.7921 -2.3186 -3.7517 -0.586
O -2.5526 -1.6851 -4.8236 -0.049
O -1.8507 -2.8137 -3.1076 -0.069
O -3.9028 -2.4415 -3.2853 -0.020
C 4.2792 -5.8315 -3.1765 -0.612
F 5.0521 -6.8680 -3.4483 0.159
F 3.0767 -6.2510 -2.9884 0.173
F 4.7147 -5.1705 -1.9720 0.043
S 4.2892 -4.6343 -4.6332 0.603
O 3.0065 -4.0665 -4.7674 -0.314
O 5.3284 -3.6901 -4.3591 -0.288
N 4.5595 -5.6506 -5.8765 -0.292
S 3.3336 -5.9204 -6.9076 0.606
O 2.2207 -6.6686 -6.4021 -0.288
O 3.0631 -4.7307 -7.6484 -0.314
C 4.3813 -7.0450 -8.0944 -0.667
F 5.6898 -6.7264 -8.1145 0.118
F 4.2870 -8.2402 -7.5541 0.137
F 3.9966 -7.1130 -9.3451 0.169
C -3.7431 4.2477 1.7397 -0.670
F -3.9571 5.4605 2.2502 0.138
F -3.4597 3.2708 2.6843 0.087
F -4.7207 3.8920 0.9918 0.180
S -2.2891 4.2427 0.6133 0.578
O -1.1957 4.5801 1.4328 -0.310
O -2.3037 2.9511 -0.0545 -0.270
N -2.5741 5.5536 -0.3252 -0.309
S -3.2022 5.2501 -1.8438 0.639
O -2.3938 4.3743 -2.6340 -0.281
O -4.6133 5.0938 -1.7533 -0.251
C -2.9654 6.9743 -2.5863 -0.640
F -3.2113 6.9455 -3.9079 0.137
F -3.5413 7.9942 -1.9660 0.159
F -1.6455 7.2287 -2.5245 0.080
```

The HOMO-LUMO gap comes out at 6.54 eV. For the HOMO energy, the calculation gives -11.98 eV. As for the total charge: +3. Its spin multiplicity is 1.

# 2
C26H36CeN3O3 | ωB97M-V/def2-TZVPD

The geometry in XYZ format:
```
69
Properties=species:S:1:pos:R:3:lowdin_charge:R:1
Ce 1.0274 -0.0315 -0.8866 1.351
C 3.4513 -2.2214 6.4872 -0.056
O 2.8167 -2.3993 5.2276 -0.048
C 2.7676 -1.3576 4.3795 -0.256
C 3.3178 -0.0947 4.6635 -0.002
C 3.2191 0.9009 3.7317 -0.003
C 2.5851 0.7160 2.4839 -0.087
C 2.4437 1.8123 1.5776 -0.311
C 3.1045 3.1382 1.8748 0.015
O 1.7761 1.7393 0.5151 -0.107
C 2.0528 -0.5870 2.1949 -0.272
O 1.4964 -0.8631 1.0463 -0.209
C 2.1446 -1.5945 3.1658 0.093
H 3.3606 -3.1786 6.9926 0.099
H 2.9477 -1.4486 7.0731 0.100
H 4.5078 -1.9719 6.3641 0.100
H 3.8067 0.0982 5.6061 0.109
H 3.6387 1.8671 3.9735 0.116
H 2.7395 3.5611 2.8101 0.099
H 2.8880 3.8274 1.0633 0.085
H 4.1830 3.0174 1.9699 0.103
H 1.7420 -2.5748 2.9590 0.140
C -5.5847 -2.0983 -0.9387 -0.042
C -4.2728 -1.4705 -0.5510 -0.261
C -4.1932 -0.6384 0.5540 -0.012
C -2.9760 -0.0583 0.8978 -0.260
C -2.8493 0.8663 2.0731 -0.034
C -1.8704 -0.3499 0.1206 -0.049
C -1.8857 -1.2110 -1.0027 -0.265
C -3.1476 -1.7465 -1.3206 0.012
N -0.6644 -1.3484 -1.6555 -0.123
C -0.3192 -2.2748 -2.7630 -0.598
C -1.3887 -3.2487 -3.2632 -0.046
C 0.8649 -3.1244 -2.2754 -0.027
C 0.1211 -1.4113 -3.9546 -0.025
H -6.3877 -1.7742 -0.2786 0.076
H -5.5242 -3.1868 -0.8888 0.087
H -5.8577 -1.8340 -1.9617 0.085
H -5.0783 -0.4400 1.1449 0.116
H -3.7958 0.9573 2.6027 0.079
H -2.5458 1.8655 1.7532 0.082
H -2.1005 0.5022 2.7783 0.085
H -0.9302 0.1350 0.4370 0.068
H -3.2918 -2.3920 -2.1661 0.084
H -1.7708 -3.8756 -2.4606 0.093
H -0.9288 -3.9056 -4.0041 0.094
H -2.2090 -2.7367 -3.7601 0.083
H 0.5701 -3.7451 -1.4308 0.103
H 1.7108 -2.4937 -1.9598 0.053
H 1.2515 -3.7628 -3.0711 0.100
H -0.7049 -0.7891 -4.2981 0.094
H 0.4633 -2.0268 -4.7880 0.099
H 0.9577 -0.7515 -3.6863 0.056
C -0.7371 5.5048 -2.2428 0.008
N -0.7979 4.0575 -2.1591 -0.109
C -1.8611 3.2634 -2.5098 -0.022
C -1.4814 1.9799 -2.2634 -0.091
N -0.2024 1.9764 -1.7576 -0.041
C 0.1709 3.2437 -1.7109 -0.124
H -1.6457 5.8645 -2.7171 0.097
H 0.1175 5.8100 -2.8438 0.101
H -0.6629 5.9378 -1.2464 0.100
H -2.7736 3.6778 -2.8967 0.129
H -2.0362 1.0666 -2.3973 0.113
H 1.1201 3.5981 -1.3451 0.143
C 3.0577 -0.0118 -2.1435 -0.218
H 3.8578 0.0522 -1.3992 0.018
H 3.0231 0.8938 -2.7589 0.019
H 3.1722 -0.9009 -2.7641 0.008
```

The HOMO-LUMO gap (alpha / beta) comes out at 6.28 / 6.31 eV. For the HOMO energy (alpha / beta), the calculation gives -9.86 / -9.86 eV. As for the total charge: +1. Its spin multiplicity is 1. For the energy relative to the best compared isomer or geometry (same formula, charge and spin), the calculation gives 0.0 kcal per mole.